1.
DFT (ωB97M-V/def2-TZVPD) results for a cluster of 5 separate species, C36H84BN4 in total.

Values from the calculation:
E = -45307.0116 eV
energy relative to the best compared isomer or geometry (same formula, charge and spin) = 124.7 kJ/mol
E_LUMO = -5.976 eV

```
! wB97M-V def2-TZVPD RIJCOSX def2/J DEFGRID3
* xyz 3 1
B -0.8236 0.3086 -0.7277
H -0.1262 -0.2591 0.0137
H -1.5468 -0.4249 -1.2630
H -1.3993 1.1298 -0.1422
H -0.0925 0.7850 -1.4954
C 1.8124 -1.1732 8.0921
C 1.4024 -0.9775 6.6295
C 1.2117 0.5028 6.3347
N 0.5058 0.7812 5.0114
C 0.6531 2.2651 4.7963
C 0.1861 2.7164 3.4259
C 1.0626 2.0574 2.3506
C 0.9734 0.5302 2.4541
C 1.2342 0.0439 3.9040
C -0.9518 0.4581 4.9759
H 1.8868 -2.2434 8.2763
H 1.0026 -0.8198 8.7343
H 2.7247 -0.6518 8.3709
H 0.5281 -1.5832 6.3924
H 2.2404 -1.3085 6.0116
H 2.1644 1.0312 6.3557
H 0.6155 1.0311 7.0828
H 1.6882 2.5794 4.9180
H 0.0932 2.8206 5.5508
H 0.3410 3.8008 3.4363
H -0.8586 2.6816 3.1132
H 2.1123 2.3484 2.4098
H 0.6310 2.3600 1.3949
H 1.6782 0.1137 1.7353
H -0.0136 0.2055 2.1247
H 2.3140 0.0248 4.0583
H 0.9725 -1.0111 3.9809
H -1.4768 0.9743 5.7826
H -1.0987 -0.6011 5.1656
H -1.4242 0.8386 4.0769
C -4.0792 5.9977 -4.9717
C -3.8727 4.8124 -4.0419
C -2.8532 5.0377 -2.9369
N -2.2032 3.7850 -2.3516
C -1.3471 4.1036 -1.1450
C -2.1647 4.5819 0.0653
C -3.2505 3.5834 0.4466
C -4.1628 3.3602 -0.7604
C -3.3716 2.8422 -1.9328
C -1.3612 3.0442 -3.3066
H -4.7062 5.7859 -5.8316
H -3.1055 6.3109 -5.3561
H -4.4738 6.8261 -4.3832
H -3.5412 3.9195 -4.5848
H -4.8107 4.4957 -3.5789
H -3.3425 5.5336 -2.1031
H -1.9836 5.6024 -3.2801
H -0.6702 4.9406 -1.3225
H -0.8000 3.1956 -0.8990
H -2.6218 5.5646 -0.0642
H -1.5026 4.7395 0.9205
H -3.7899 4.0614 1.2644
H -2.8638 2.5980 0.7095
H -4.7703 4.2421 -0.9860
H -4.9353 2.6294 -0.5092
H -3.8865 2.5579 -2.8451
H -2.8450 1.9541 -1.5738
H -0.4867 3.6559 -3.5267
H -1.8847 2.8182 -4.2334
H -1.0752 2.0938 -2.8566
C 5.0852 -3.6166 -1.0341
C 3.8919 -3.0422 -1.7857
C 3.5960 -1.5931 -1.3048
N 2.9656 -0.6907 -2.3316
C 3.7827 -0.6116 -3.6212
C 3.4039 0.5430 -4.5488
C 3.3190 1.8772 -3.8354
C 2.4086 1.7709 -2.5708
C 2.8496 0.6590 -1.6405
C 1.6016 -1.1730 -2.7417
H 4.9458 -3.6775 0.0483
H 5.9745 -3.0118 -1.2230
H 5.3641 -4.6353 -1.3037
H 2.9964 -3.6307 -1.5816
H 4.1654 -3.0427 -2.8396
H 4.5747 -1.1456 -1.1329
H 3.0023 -1.6047 -0.3945
H 4.8333 -0.5892 -3.3177
H 3.7623 -1.5612 -4.1539
H 4.1844 0.6643 -5.3014
H 2.4617 0.3294 -5.0563
H 4.3097 2.0427 -3.4060
H 2.9606 2.7022 -4.4413
H 2.5638 2.7388 -2.0878
H 1.3286 1.7024 -2.6977
H 3.7832 0.8520 -1.1122
H 2.1125 0.5111 -0.8480
H 1.7392 -2.0946 -3.3055
H 1.1433 -0.3987 -3.3428
H 1.0197 -1.4239 -1.8585
C 0.6625 -5.3626 -3.1582
C -0.2107 -4.3926 -2.3392
C -0.8998 -5.1196 -1.2019
N -1.5201 -4.1574 -0.1749
C -0.3711 -3.4043 0.4983
C -0.7279 -2.8253 1.8631
C -1.4108 -3.8334 2.7637
C -2.6868 -4.2439 2.0519
C -2.2907 -5.0419 0.8158
C -2.4324 -3.1304 -0.7946
H 1.5192 -5.6204 -2.5281
H 1.0119 -4.9145 -4.0843
H 0.2081 -6.3297 -3.3752
H -0.8969 -3.8804 -3.0143
H 0.4635 -3.6349 -1.9365
H -0.1659 -5.7606 -0.7188
H -1.7551 -5.6683 -1.5932
H 0.4104 -4.1546 0.6440
H -0.0081 -2.6370 -0.1785
H 0.2154 -2.5318 2.3350
H -1.2887 -1.8981 1.7148
H -0.6844 -4.6316 2.9324
H -1.6519 -3.3766 3.7241
H -3.2438 -4.9332 2.6934
H -3.3582 -3.3979 1.9121
H -1.5989 -5.7884 1.2014
H -3.1098 -5.4739 0.2480
H -3.1425 -3.7612 -1.3248
H -1.8535 -2.5419 -1.5020
H -2.7730 -2.4117 -0.0587
*
```



2.
DFT (ωB97M-V/def2-TZVPD) results for a cluster of 12 separate species, C36H84N12O12 in total.

Values from the calculation:
E = -81137.8942 eV
energy relative to the best compared isomer or geometry (same formula, charge and spin) = 36.9 kJ/mol
E_LUMO (spin up / spin down) = -2.822 / -8.480 eV

```
! wB97M-V def2-TZVPD RIJCOSX def2/J DEFGRID3
* xyz 1 2
C 0.4310 0.1270 1.2252
C 0.3968 -0.5028 -0.1414
O 1.4528 -0.8238 -0.6058
N -0.7446 -0.5000 -0.7964
C -0.9949 -0.9068 -2.1616
H 1.3542 0.6919 1.3542
H 0.5179 -0.6362 1.9986
H -0.4570 0.6680 1.5519
H -1.5465 -0.5299 -0.1830
H -0.8587 -0.0348 -2.8014
H -2.0264 -1.1798 -2.3841
H -0.4834 -1.8225 -2.4581
C 2.1576 -4.1099 0.5118
C 1.5992 -4.5316 -0.9226
O 1.0267 -5.5883 -1.1662
N 1.6889 -3.6228 -1.8936
C 1.4379 -4.0104 -3.3611
H 2.9012 -3.3130 0.5053
H 2.9265 -4.8396 0.7660
H 1.5230 -4.2467 1.3874
H 2.0458 -2.6915 -1.7340
H 1.3854 -3.0824 -3.9305
H 0.5055 -4.5645 -3.4690
H 2.2989 -4.5746 -3.7195
C 6.1156 -4.0823 2.1236
C 5.4698 -2.6961 1.9884
O 4.8191 -2.3657 2.9717
N 5.5361 -2.0850 0.8671
C 4.8507 -0.9311 0.4032
H 6.3120 -4.4799 1.1279
H 5.3618 -4.7181 2.5880
H 7.0367 -3.9664 2.6948
H 6.0290 -2.6004 0.1520
H 4.3154 -1.2286 -0.4986
H 5.4928 -0.1365 0.0233
H 4.0721 -0.4507 0.9958
C -3.9729 2.3257 -4.7371
C -2.4478 2.3461 -4.6075
O -1.6167 1.9306 -5.4695
N -2.0071 2.7950 -3.3626
C -0.5896 2.8957 -2.9410
H -4.4065 2.9539 -5.5152
H -4.4046 2.7161 -3.8156
H -4.3319 1.3378 -5.0257
H -2.7207 3.0273 -2.6865
H -0.1390 1.9292 -3.1670
H -0.5926 2.9385 -1.8519
H -0.0563 3.7592 -3.3385
C -6.4259 -0.7819 -4.5434
C -5.4787 -1.9334 -4.2382
O -4.3126 -1.7000 -3.9870
N -5.9071 -3.2294 -4.1480
C -7.3186 -3.5451 -4.0232
H -6.3171 -0.2848 -5.5074
H -6.1817 0.0074 -3.8325
H -7.4881 -0.9852 -4.4080
H -5.2509 -3.8265 -3.6653
H -7.4901 -4.6074 -3.8493
H -7.8906 -3.3297 -4.9257
H -7.8053 -3.0265 -3.1972
C -4.4057 -2.4625 -7.6904
C -2.8763 -2.3536 -7.3863
O -2.0197 -1.9389 -8.1648
N -2.4825 -2.8179 -6.2056
C -1.0807 -2.6449 -5.7562
H -4.7582 -3.4419 -7.3669
H -4.5098 -2.3121 -8.7649
H -4.8893 -1.6116 -7.2104
H -3.1178 -3.2329 -5.5392
H -1.1167 -2.1720 -4.7748
H -0.3549 -2.3923 -6.5293
H -0.6089 -3.6255 -5.6935
C 1.9854 3.3883 -0.4710
C 2.8498 4.0623 0.5698
O 3.9768 3.7370 0.7732
N 2.1840 5.0702 1.1709
C 2.8188 5.8397 2.2791
H 2.3580 3.6325 -1.4658
H 0.9728 3.7761 -0.3601
H 1.9989 2.3102 -0.3110
H 1.4035 5.4798 0.6778
H 3.8790 5.6495 2.4460
H 2.4467 5.7878 3.3024
H 2.6609 6.8875 2.0236
C 5.1030 1.9842 -2.0553
C 4.4412 0.9555 -2.9727
O 5.0364 0.7289 -4.0105
N 3.2398 0.4487 -2.6862
C 2.4274 -0.1759 -3.7093
H 6.1379 1.6419 -2.0592
H 4.6101 1.8569 -1.0915
H 4.9471 2.9853 -2.4573
H 2.8152 0.4744 -1.7702
H 1.4266 -0.3019 -3.2963
H 2.7366 -1.1990 -3.9230
H 2.3471 0.3473 -4.6622
C -2.1785 -2.8329 5.8368
C -0.8375 -2.5063 5.2084
O -0.5823 -1.3248 5.0497
N 0.0198 -3.3849 4.9109
C 1.3289 -3.1270 4.2845
H -2.2539 -2.4300 6.8468
H -2.4826 -3.8716 5.9660
H -3.0399 -2.3402 5.3859
H -0.5573 -4.2125 4.8649
H 1.6749 -2.1353 4.5757
H 1.2880 -3.0070 3.2019
H 1.8837 -3.9921 4.6476
C 2.9469 1.0777 4.6638
C 2.6847 1.8520 5.9653
O 1.5700 1.8015 6.4605
N 3.7829 2.4805 6.5179
C 3.6990 3.2612 7.7714
H 2.0322 1.0699 4.0710
H 3.3091 0.0793 4.9091
H 3.8119 1.6255 4.2899
H 4.6878 2.6665 6.1096
H 2.6679 3.3251 8.1190
H 4.1020 4.2649 7.6363
H 4.3157 2.7467 8.5083
C -4.0689 0.7087 -0.7422
C -3.8339 1.1201 0.7765
O -3.9180 2.2898 1.0350
N -3.4244 0.2101 1.6799
C -3.5566 0.4555 3.0913
H -5.1476 0.8639 -0.7604
H -3.7186 -0.2750 -1.0545
H -3.5177 1.4659 -1.2999
H -3.5372 -0.7516 1.3927
H -4.5608 0.8475 3.2526
H -2.7999 1.1633 3.4299
H -3.4679 -0.5157 3.5781
C -0.5596 3.8284 3.0137
C -0.9736 4.4492 4.3814
O -1.6624 5.4640 4.4070
N -0.6066 3.6811 5.4181
C -0.9818 4.0149 6.7445
H -1.1661 2.9364 2.8569
H 0.5082 3.6153 3.0640
H -0.7132 4.4993 2.1684
H -0.1010 2.8089 5.4793
H -1.9725 3.5834 6.8879
H -1.1400 5.0897 6.8321
H -0.3316 3.6529 7.5409
*
```